[1]
{
  "formula": "C7H14CoOPS",
  "method": "wB97M-V/def2-TZVPD",
  "elements": ["C", "C", "C", "C", "C", "Co", "P", "H", "H", "H", "H", "H", "H", "H", "H", "C", "S", "C", "O", "H", "H", "H", "H", "H", "H"],
  "positions_angstrom": [[1.30280, 0.62283, -2.00166], [0.25848, 0.69705, -3.10168], [-0.41289, -0.54244, -3.02593], [0.06054, -1.44708, -2.06185], [1.40379, -0.82312, -1.60113], [0.11534, 0.34694, -0.57554], [0.32802, 2.48282, 0.00753], [1.91879, 1.49761, -1.97801], [0.09777, 1.59245, -3.84178], [-1.29228, -0.78556, -3.72727], [1.99930, -1.58015, -1.09867], [-0.48510, -2.39201, -1.63175], [-0.97173, 2.70453, 0.57354], [0.42044, 3.71268, -0.71170], [1.23826, 2.67159, 1.09531], [-0.02191, 0.28653, 3.06247], [0.01923, -0.80420, 1.65553], [-1.05265, -2.22924, 1.99275], [-1.10032, -0.01745, 0.79541], [0.64363, -0.15787, 3.79909], [-1.08130, 0.27157, 3.35018], [0.30123, 1.30511, 2.72821], [-1.42938, -2.01947, 3.00468], [-1.90240, -2.30950, 1.28638], [-0.35765, -3.08362, 2.00590]],
  "forces_ev_per_angstrom": [[0.8099, -1.9487, -4.0467], [0.6747, 0.2240, 1.2295], [-2.7174, -0.2385, -1.7336], [1.7547, 0.3226, 0.1925], [-3.3166, -0.0180, -0.3745], [-0.2495, 0.4626, -0.9737], [-0.8975, -0.1142, 0.3692], [1.2480, -0.3336, 0.2137], [0.2123, -2.0017, 1.7455], [1.1775, 0.4269, 1.2763], [0.7492, 1.1509, 0.4431], [1.5213, 1.8500, -1.2559], [0.7090, 0.4182, 0.2907], [0.2583, -0.0706, 0.3372], [-0.4722, 0.6401, -0.1075], [-0.1030, 0.5250, 0.0472], [0.7235, -0.8057, -0.3786], [-0.0486, -0.2758, 0.4673], [-1.6408, -0.0332, 1.5017], [-0.1877, 0.4063, 0.1355], [0.3296, 0.3326, 0.2880], [-0.3161, -0.6246, 0.4651], [-0.0145, -0.4119, -0.2770], [0.4340, -0.0438, 0.1320], [-0.6379, 0.1613, 0.0128]],
  "max_force_ev_per_a": 4.56,
  "charge": -1,
  "e_above_lowest_kcal_mol": 0.0,
  "lumo_ev": [3.7, 3.6],
  "e_homo_ev": [-0.23, -2.97],
  "s2": 3.786,
  "multiplicity": 4
}

[2]
{
  "formula": "C7H14FO5STl",
  "method": "wB97M-V/def2-TZVPD",
  "elements": ["Tl", "F", "O", "C", "O", "C", "C", "C", "H", "H", "H", "H", "H", "H", "O", "S", "O", "O", "C", "C", "C", "H", "H", "H", "H", "H", "H", "H", "H"],
  "positions_angstrom": [[3.50735, -1.44247, 0.06044], [1.23960, -1.21837, 0.67751], [2.27628, -2.74542, -0.90443], [1.14698, -2.68469, -1.32902], [0.60880, -3.81040, -1.99726], [-0.66966, -3.49410, -2.54828], [-1.01102, -2.06188, -1.97159], [0.24501, -1.53056, -1.39025], [-1.43228, -4.22624, -2.28281], [-0.55575, -3.35364, -3.62318], [-1.74946, -1.97901, -1.17413], [-1.36954, -1.57785, -2.88003], [0.02521, -1.12398, -0.40309], [0.67462, -0.71022, -1.96522], [-1.54733, 4.07574, 3.04051], [-1.18278, 3.54973, 1.74055], [-1.00084, 4.50147, 0.63714], [0.13020, 2.54741, 2.06688], [0.70880, 1.64974, 1.03985], [2.03079, 1.15123, 1.77575], [-2.43986, 2.27866, 1.22510], [1.10926, 2.08587, 0.12469], [0.03606, 0.80844, 0.87327], [1.72653, 0.94718, 2.80235], [2.88411, 1.82922, 1.79215], [2.35098, 0.26041, 1.23539], [-1.94375, 1.86731, 0.34603], [-3.36556, 2.77068, 0.92658], [-2.43268, 1.63569, 2.10523]],
  "forces_ev_per_angstrom": [[-0.2383, 1.5180, 1.8852], [1.5079, -0.1004, 0.9804], [1.0921, -2.8562, -1.2118], [-2.8761, -2.7581, -2.9561], [2.2277, 2.6634, 2.5920], [-0.9412, 1.8182, 0.6979], [-0.9038, -0.9502, -1.4452], [-0.7637, 0.1099, -1.6764], [0.4807, -0.2714, -0.1100], [-0.0169, -0.5651, 0.0331], [-0.5212, -0.6570, -0.3798], [-0.1438, 0.8041, 0.5220], [0.2953, -0.0021, 0.5914], [0.3366, 0.0672, -0.0079], [0.5493, -1.2022, -1.4212], [-0.5612, 3.0500, 0.3265], [0.2599, -2.4681, 1.4113], [0.2179, -0.5321, -2.1206], [0.8145, 0.5155, 1.2940], [-0.3671, 0.8094, 0.8530], [1.0254, 0.1467, -0.1686], [-0.8047, 0.7630, -0.0248], [0.1524, 0.0919, 0.1518], [0.4128, -0.4777, -0.0288], [-0.5344, 0.5762, -0.1344], [-0.2112, 0.0878, 0.0596], [-0.1547, -0.2529, 0.0154], [0.1118, 0.1317, 0.4541], [-0.4457, -0.0592, -0.1821]],
  "max_force_ev_per_a": 4.96,
  "charge": 2,
  "e_above_lowest_kcal_mol": 91.5,
  "lumo_ev": -14.5,
  "e_homo_ev": -17.08,
  "multiplicity": 1
}

[3]
{
  "formula": "C7H14GaOPS",
  "method": "wB97M-V/def2-TZVPD",
  "elements": ["C", "C", "C", "C", "C", "Ga", "P", "H", "H", "H", "H", "H", "H", "H", "H", "C", "S", "C", "O", "H", "H", "H", "H", "H", "H"],
  "positions_angstrom": [[1.21677, -0.80413, -2.30158], [0.11046, -0.15417, -3.03137], [0.05392, 1.23303, -2.68990], [1.31285, 1.56252, -2.05390], [2.02801, 0.30741, -1.74291], [0.12029, 0.02721, -0.63967], [1.13345, -2.40085, 0.34560], [1.58086, -1.87968, -2.30074], [-0.39948, -0.69548, -3.82554], [-0.55859, 1.96497, -3.27492], [3.16721, 0.04230, -1.13423], [1.77341, 2.56639, -1.94897], [2.51332, -2.08679, 0.69761], [1.40066, -3.70790, -0.25947], [0.58330, -2.94518, 1.60147], [-2.73993, 1.40743, 2.18520], [-1.06445, 1.42452, 1.81112], [-0.47742, 0.00133, 2.72876], [-1.38699, 0.68612, 0.11909], [-2.84525, 1.91116, 3.12339], [-3.19326, 0.42992, 2.25202], [-3.33158, 1.96575, 1.47397], [-1.13289, -0.84953, 2.66449], [0.51434, -0.31253, 2.44161], [-0.37898, 0.30618, 3.75887]],
  "forces_ev_per_angstrom": [[1.3946, 1.5122, -1.6139], [1.3649, -0.9977, 1.2900], [2.0707, 0.2347, -2.2214], [0.9560, -1.2567, 0.0201], [1.6238, -0.7994, -0.0123], [-0.6244, 0.2169, 1.5806], [0.0622, -1.4025, 0.5753], [-0.8748, 1.6848, -0.2432], [-0.6599, 0.2517, 0.6717], [0.4452, -0.7940, 1.1319], [-3.9837, 1.3258, -1.9439], [-0.8161, -0.8401, 0.4084], [-0.9351, -0.3618, 0.0756], [0.0754, 0.4788, 0.5377], [0.8744, 0.4135, -0.7992], [-1.6809, 0.1213, 0.4690], [2.0308, 0.3971, -0.1746], [0.1314, 0.2264, 0.5854], [-1.0928, -0.2845, -0.3994], [-0.2962, 0.2020, 0.7941], [0.1614, -0.4489, -0.0932], [0.1899, 0.1844, -0.4511], [-0.4241, -0.2302, -0.2519], [0.2118, 0.1629, -0.4979], [-0.2044, 0.0035, 0.5621]],
  "max_force_ev_per_a": 4.63,
  "lumo_ev": [0.6, 0.4],
  "e_homo_ev": [-5.02, -5.34],
  "multiplicity": 1
}

[4]
{
  "formula": "C7H14HoOPS",
  "method": "wB97M-V/def2-TZVPD",
  "elements": ["C", "C", "C", "C", "C", "Ho", "P", "H", "H", "H", "H", "H", "H", "H", "H", "C", "S", "C", "O", "H", "H", "H", "H", "H", "H"],
  "positions_angstrom": [[-0.74061, -1.11220, -2.73548], [-1.56598, -0.07472, -2.18447], [-0.70291, 0.94780, -1.66933], [0.66119, 0.53894, -1.89417], [0.63776, -0.74494, -2.53509], [-0.30237, -1.05373, -0.28938], [-0.40010, -3.84956, -0.14507], [-1.09586, -1.99691, -3.26824], [-2.65205, -0.00260, -2.25733], [-1.01005, 1.92327, -1.29172], [1.50862, -1.28575, -2.90006], [1.53194, 1.17740, -1.75779], [0.70601, -4.60443, -0.65375], [-1.48076, -4.54380, -0.78206], [-0.49910, -4.40336, 1.19872], [0.51879, 1.32974, 3.58068], [-0.34671, 1.53204, 2.01231], [0.62247, 2.84490, 1.24226], [0.17004, 0.23524, 1.29118], [0.34160, 2.20475, 4.20894], [1.58132, 1.16547, 3.38518], [0.10936, 0.44453, 4.07504], [1.34509, 3.13880, 2.00856], [1.12671, 2.50553, 0.33270], [-0.06438, 3.68358, 1.02837]],
  "forces_ev_per_angstrom": [[0.1656, 0.7532, -0.2844], [0.6728, 0.4904, -0.9312], [0.3698, -0.1300, -1.2077], [-0.8909, 0.1557, -0.9871], [-0.5184, 0.8170, -0.8619], [-0.3142, -2.7542, 1.3266], [0.0876, 0.3067, 0.8082], [0.1431, 0.2973, 0.3267], [0.3636, -0.1671, 0.1502], [0.0011, -0.3276, -0.0289], [-0.3009, 0.0989, 0.1546], [-0.1251, -0.3341, 0.1950], [-0.5850, -0.4175, 0.0713], [0.3331, -0.5777, -0.0282], [0.1179, 0.1361, -0.9522], [-0.0825, 0.2781, 0.1667], [1.2705, -2.1880, -0.9759], [-0.2046, 0.7460, 0.6350], [-0.5471, 2.9722, 2.8354], [0.1005, -0.0150, -0.0259], [-0.1665, 0.1232, -0.0746], [-0.0850, 0.1486, -0.2343], [0.0811, 0.2160, -0.3741], [-0.3028, -0.2509, 0.2711], [0.4163, -0.3773, 0.0256]],
  "max_force_ev_per_a": 4.14,
  "e_above_lowest_kcal_mol": 0.0,
  "lumo_ev": [0.0, 0.0],
  "e_homo_ev": [-2.73, -5.42],
  "s2": 6.010,
  "multiplicity": 5
}

[5]
{
  "formula": "C7H14N",
  "method": "wB97M-V/def2-TZVPD",
  "elements": ["C", "C", "C", "C", "C", "C", "C", "N", "H", "H", "H", "H", "H", "H", "H", "H", "H", "H", "H", "H", "H", "H"],
  "positions_angstrom": [[2.45724, -0.97591, -0.45891], [1.19981, -1.53057, 0.18110], [-0.10674, -0.88793, -0.32654], [-0.33191, 0.43256, 0.41217], [-1.06199, 1.40766, -0.12414], [-1.55538, 2.59325, 0.58252], [-2.60422, 3.21904, 0.04122], [1.16615, -3.06562, -0.05891], [3.15922, -0.45864, 0.21291], [2.25071, -0.18348, -1.17126], [3.17435, -1.67743, -0.90120], [1.21515, -1.39077, 1.26375], [0.04368, -0.52256, -1.33703], [-0.87107, -1.64089, -0.11512], [0.13299, 0.50342, 1.39444], [-1.24445, 1.38428, -1.19762], [-0.98404, 2.75627, 1.49157], [-3.22671, 3.98325, 0.47665], [-2.78680, 2.96535, -0.99764], [2.15052, -3.23549, -0.23898], [0.64880, -3.23370, -0.91670], [0.84149, -3.67361, 0.67809]],
  "forces_ev_per_angstrom": [[1.4463, 0.9352, 0.1857], [-0.4693, 0.3501, 0.3765], [1.3691, 0.7782, 0.9422], [0.0210, -0.7466, 0.1235], [0.8170, 0.4552, -0.4078], [0.3190, -0.5749, -0.3856], [0.7331, 0.0601, -0.0452], [0.8267, 1.2746, -0.6252], [-0.6407, -0.1955, 0.5005], [-0.2915, -0.2520, -0.4149], [-0.5750, -0.3106, -0.3367], [0.1391, -0.3512, -0.0375], [-0.4990, -1.0029, -0.6488], [-0.5147, 0.4441, -0.5068], [-0.5670, 0.0956, 0.2017], [-0.5826, -0.3645, 0.1112], [-0.8556, 0.4458, 0.4012], [0.2730, 0.2095, 0.1970], [-0.5709, -0.1548, 0.1448], [0.0801, -0.8202, -0.0705], [-0.1303, -0.2881, -0.1462], [-0.3277, 0.0130, 0.4409]],
  "max_force_ev_per_a": 1.84,
  "charge": 1,
  "e_above_lowest_kcal_mol": 32.1,
  "lumo_ev": -3.5,
  "e_homo_ev": -11.78,
  "smiles": "C=C/C=C/C[C@H](C)[NH3+]",
  "multiplicity": 1
}